Entry 1:
{"formula": "C41H34GeLiN4O2Se", "method": "the ωB97M-V functional and the def2-TZVPD basis", "gap_ev": [6.05, 5.57], "e_above_lowest_kcal_mol": 18.7, "e_tot_ha": -6438.2070, "largest_force_ev_per_a": 2.10, "multiplicity": 2, "charge": 0, "species": ["Li", "C", "O", "C", "N", "C", "C", "C", "C", "C", "C", "C", "C", "C", "C", "C", "C", "N", "C", "N", "C", "C", "O", "C", "C", "C", "C", "C", "C", "H", "H", "H", "H", "H", "H", "H", "H", "H", "H", "H", "H", "H", "H", "H", "H", "H", "H", "H", "C", "Ge", "C", "C", "C", "C", "C", "C", "C", "C", "C", "C", "C", "C", "C", "C", "C", "C", "H", "H", "H", "H", "H", "H", "H", "H", "H", "H", "H", "H", "H", "H", "H", "Se", "C", "N"], "coordinates": [[1.15489, -0.30488, 0.29239], [4.91469, 1.03862, 1.93209], [3.99089, 0.61482, 2.92769], [2.82209, 0.38432, 2.29399], [2.76649, 0.66292, 1.05199], [4.05339, 1.17722, 0.64239], [4.64039, 0.41402, -0.51641], [5.40709, 1.08232, -1.46071], [5.96439, 0.38832, -2.51921], [5.75029, -0.97308, -2.64921], [4.99359, -1.64588, -1.70531], [4.45419, -0.95648, -0.63361], [1.73269, -0.19378, 3.03889], [1.86329, -0.41998, 4.40559], [0.85159, -1.08338, 5.08139], [-0.25861, -1.49038, 4.35219], [-0.30911, -1.22918, 2.99179], [0.65099, -0.56278, 2.32019], [-1.41151, -1.69948, 2.18819], [-1.53341, -1.44108, 0.94689], [-2.70651, -2.13788, 0.45969], [-3.23381, -2.87468, 1.72099], [-2.35351, -2.47508, 2.76449], [-2.37801, -3.04108, -0.70681], [-3.15331, -4.16048, -0.97961], [-2.83781, -4.97818, -2.05131], [-1.77381, -4.66428, -2.87691], [-1.02381, -3.52918, -2.62871], [-1.31791, -2.72668, -1.54211], [5.37739, 1.97302, 2.25509], [5.68309, 0.26472, 1.82029], [3.93359, 2.23022, 0.35909], [5.56869, 2.14702, -1.36381], [6.55159, 0.90892, -3.25981], [6.16979, -1.51018, -3.48571], [4.80889, -2.70558, -1.80531], [3.86729, -1.48588, 0.10729], [2.76419, -0.09908, 4.90379], [0.93179, -1.29408, 6.13629], [-1.07611, -2.02138, 4.81239], [-3.43161, -1.39528, 0.10589], [-4.25131, -2.58078, 1.98649], [-3.17081, -3.96378, 1.63479], [-4.00751, -4.39678, -0.36341], [-3.42971, -5.85998, -2.24111], [-1.52741, -5.30388, -3.71011], [-0.20391, -3.26088, -3.27731], [-0.71861, -1.85558, -1.32931], [-1.21731, 2.00802, 3.10069], [-0.87931, 1.36282, 1.20789], [-0.06991, 2.97952, 0.28539], [1.05429, 2.95822, -0.52071], [1.54289, 4.12842, -1.07541], [0.89969, 5.33272, -0.84021], [-0.25071, 5.35352, -0.07071], [-0.73111, 4.18432, 0.48989], [-2.67931, 1.13802, 0.34709], [-3.81201, 1.20172, 1.11829], [-5.08821, 1.08342, 0.54709], [-5.22511, 0.86392, -0.79431], [-4.08671, 0.71962, -1.61391], [-4.19591, 0.40912, -2.98461], [-3.08081, 0.19852, -3.74551], [-1.80641, 0.30662, -3.17201], [-1.67011, 0.64372, -1.85471], [-2.79431, 0.84942, -1.03441], [-1.85191, 2.88972, 3.08429], [-0.27021, 2.27762, 3.56059], [-1.69121, 1.24772, 3.71499], [1.55059, 2.01782, -0.72241], [2.42599, 4.09912, -1.69621], [1.28619, 6.24752, -1.26351], [-0.77341, 6.28512, 0.09469], [-1.63661, 4.20822, 1.08279], [-3.73111, 1.35952, 2.18549], [-5.96031, 1.16922, 1.18009], [-6.20411, 0.77842, -1.24441], [-5.18311, 0.33452, -3.41681], [-3.17531, -0.05768, -4.78971], [-0.92911, 0.11622, -3.77101], [-0.68231, 0.71562, -1.41471], [2.16089, -0.91748, -4.28701], [1.74329, -0.77358, -2.62111], [1.45269, -0.68498, -1.49221]], "atomic_forces_ev_per_a": [[-0.053, -0.147, -0.015], [0.485, 0.206, -0.569], [-0.700, -0.254, 0.760], [1.116, 0.740, -1.087], [-0.755, -0.476, 0.636], [0.681, 0.236, -0.038], [0.011, 0.117, -0.087], [-0.087, -0.057, 0.093], [0.094, -0.074, -0.138], [0.060, 0.001, 0.006], [-0.004, -0.046, 0.127], [0.033, 0.009, 0.086], [-0.900, -0.550, 0.817], [-0.085, -0.034, -0.040], [-0.146, 0.113, -0.386], [0.210, 0.070, 0.157], [0.730, 0.296, 0.378], [0.641, -0.569, 0.727], [-0.920, -0.270, -1.493], [0.841, -0.064, 0.648], [-0.562, -0.268, -0.048], [-0.541, -0.241, -0.581], [0.503, 0.278, 0.829], [-0.005, 0.015, 0.054], [0.077, 0.079, -0.015], [-0.145, -0.055, 0.010], [0.032, -0.064, -0.071], [0.123, 0.045, -0.075], [0.031, 0.050, 0.122], [-0.075, -0.103, -0.028], [-0.143, 0.158, 0.033], [0.002, -0.129, 0.013], [-0.036, 0.130, -0.031], [0.061, 0.087, -0.061], [0.000, -0.031, -0.104], [0.002, -0.054, -0.035], [-0.051, -0.016, -0.053], [0.064, 0.006, 0.033], [-0.011, 0.019, 0.079], [-0.052, -0.078, 0.019], [0.034, -0.025, 0.152], [0.109, -0.046, 0.035], [-0.047, 0.170, -0.028], [-0.118, -0.083, 0.105], [-0.091, -0.106, -0.045], [0.009, -0.067, -0.112], [0.148, 0.035, -0.072], [0.070, -0.014, -0.098], [0.225, -0.496, -0.662], [-1.058, 1.795, -0.292], [-0.396, -0.689, 0.467], [0.129, -0.236, 0.003], [0.105, 0.113, -0.094], [0.045, -0.045, -0.038], [-0.048, 0.223, 0.014], [-0.090, -0.067, 0.105], [0.608, 0.094, 0.714], [0.430, 0.141, 0.078], [-0.371, -0.098, -0.164], [-0.095, 0.028, 0.236], [0.295, 0.001, 0.073], [0.042, -0.024, -0.165], [-0.287, 0.013, -0.001], [0.309, 0.101, 0.158], [0.150, -0.018, -0.127], [-0.340, 0.092, -0.207], [-0.089, 0.078, -0.096], [0.143, 0.025, 0.003], [-0.104, -0.113, 0.059], [0.093, 0.009, -0.103], [0.090, -0.012, -0.098], [0.025, 0.083, -0.064], [-0.041, 0.067, 0.019], [-0.063, 0.071, 0.049], [-0.015, 0.081, 0.105], [-0.090, 0.005, 0.014], [-0.103, -0.016, -0.023], [-0.112, -0.052, -0.075], [-0.017, -0.026, -0.104], [0.157, -0.019, -0.070], [0.019, -0.001, -0.150], [0.409, -0.167, -1.818], [-0.473, 0.107, 1.657], [-0.121, 0.014, -0.010]], "lowdin_charge": [0.48, -0.06, 0.02, -0.31, 0.10, -0.24, -0.20, -0.03, -0.08, -0.09, -0.08, -0.06, -0.19, 0.03, -0.01, 0.03, -0.21, 0.05, -0.33, 0.15, -0.22, -0.07, 0.02, -0.17, -0.05, -0.09, -0.09, -0.06, -0.03, 0.13, 0.14, 0.15, 0.11, 0.10, 0.11, 0.11, 0.11, 0.12, 0.12, 0.13, 0.14, 0.13, 0.12, 0.11, 0.10, 0.10, 0.09, 0.06, -0.21, 1.09, -0.29, -0.13, -0.08, -0.09, -0.09, -0.12, -0.26, -0.12, -0.09, -0.04, -0.18, -0.03, -0.06, -0.05, -0.05, -0.20, 0.01, 0.01, 0.01, 0.06, 0.10, 0.10, 0.10, 0.09, 0.09, 0.10, 0.11, 0.11, 0.11, 0.09, 0.05, 0.53, -1.05, -0.05]}



Entry 2:
{"formula": "C8H17Br6O4P", "method": "the ωB97M-V functional and the def2-TZVPD basis", "gap_ev": 10.05, "e_above_lowest_kcal_mol": 0.0, "e_tot_ha": -16401.5000, "largest_force_ev_per_a": 1.61, "charge": 0, "species": ["C", "Br", "Br", "Br", "H", "C", "Br", "Br", "Br", "H", "C", "C", "O", "P", "O", "O", "C", "C", "O", "C", "C", "H", "H", "H", "H", "H", "H", "H", "H", "H", "H", "H", "H", "H", "H", "H"], "coordinates": [[14.42704, -13.22587, -3.76672], [14.49651, -11.92031, -2.31624], [12.98177, -12.91431, -5.03825], [14.33942, -15.01695, -3.00698], [15.32186, -13.11390, -4.35902], [9.78827, -12.21949, -6.59650], [8.86297, -10.53139, -6.67907], [11.05081, -12.36673, -8.04537], [8.50530, -13.71417, -6.60647], [10.26573, -12.32021, -5.63096], [6.34406, -16.32010, -2.95420], [7.44714, -16.16457, -1.88567], [8.16468, -14.94539, -2.10810], [9.68671, -14.99194, -2.60303], [10.67312, -15.21366, -1.55375], [9.59218, -16.04846, -3.80114], [10.72532, -16.16330, -4.66174], [11.63235, -17.29492, -4.25520], [9.82646, -13.60980, -3.37815], [9.59443, -12.33803, -2.74742], [10.86016, -11.71822, -2.16904], [5.86278, -15.34164, -2.98994], [6.80540, -16.46632, -3.92958], [5.67679, -17.11577, -2.63918], [6.94668, -16.04820, -0.92291], [8.09549, -17.04024, -1.87017], [10.45037, -16.28858, -5.71271], [11.27027, -15.21172, -4.71653], [12.17531, -17.15350, -3.31996], [11.03106, -18.20267, -4.16495], [12.41731, -17.44984, -4.99940], [9.18516, -11.71669, -3.55062], [8.78249, -12.45845, -2.02341], [10.60024, -10.74694, -1.74199], [11.26500, -12.28472, -1.33269], [11.54649, -11.60700, -3.00030]], "atomic_forces_ev_per_a": [[-0.384, -0.088, 0.427], [-0.005, -0.270, -0.582], [0.450, -0.021, 0.263], [0.049, 0.525, -0.373], [0.157, -0.123, 0.173], [-0.777, -0.514, -0.182], [0.111, -0.130, 0.141], [-0.077, -0.068, 0.316], [0.386, 0.464, -0.117], [0.255, 0.172, -0.095], [1.238, 0.872, 0.559], [-1.125, -0.204, -0.219], [0.769, -0.137, -0.387], [-1.073, 0.410, -0.314], [0.299, -0.258, 0.028], [0.003, 0.445, 0.206], [1.340, 0.490, -0.600], [0.231, -0.470, 0.153], [0.151, -0.376, -0.092], [-0.389, 0.137, 0.245], [-0.925, -0.079, 0.030], [-0.466, -0.229, -0.014], [-0.161, -0.381, -0.028], [-0.194, -0.037, -0.310], [0.278, -0.123, 0.105], [0.180, 0.133, 0.112], [-0.810, -0.280, 0.302], [-0.032, -0.084, 0.450], [-0.387, 0.269, 0.152], [0.166, -0.071, -0.063], [-0.220, -0.021, -0.199], [0.131, 0.057, 0.096], [0.209, 0.049, 0.108], [0.038, 0.151, -0.284], [0.181, -0.341, -0.304], [0.403, 0.132, 0.299]], "lowdin_charge": [-1.52, 0.59, 0.63, 0.61, -0.03, -1.61, 0.58, 0.56, 0.59, -0.10, -0.06, -0.26, -0.19, 0.39, -0.22, -0.18, -0.30, -0.09, -0.24, -0.25, -0.09, 0.08, 0.07, 0.07, 0.12, 0.11, 0.11, 0.05, 0.04, 0.08, 0.08, 0.10, 0.12, 0.08, 0.07, 0.00]}



Entry 3:
{"formula": "C28H21KN6O2", "method": "the ωB97M-V functional and the def2-TZVPD basis", "gap_ev": 6.78, "e_tot_ha": -2158.6048, "largest_force_ev_per_a": 1.92, "charge": 0, "species": ["K", "C", "C", "C", "C", "N", "C", "C", "C", "C", "C", "C", "N", "C", "C", "C", "C", "C", "N", "H", "H", "H", "H", "H", "H", "H", "H", "H", "H", "H", "O", "C", "C", "C", "C", "C", "C", "C", "O", "N", "N", "C", "C", "C", "C", "C", "C", "N", "H", "H", "H", "H", "H", "H", "H", "H", "H", "H"], "coordinates": [[0.09816, 0.00581, -0.34271], [-2.28488, 0.94064, 3.60751], [-1.80638, 2.13390, 4.11979], [-0.66028, 2.68941, 3.57498], [-0.01249, 2.02007, 2.53841], [-0.48257, 0.87353, 2.04355], [-1.59092, 0.35750, 2.55702], [1.22149, 2.56067, 1.90530], [2.00251, 3.53064, 2.53457], [3.10256, 4.02994, 1.86231], [3.41185, 3.54088, 0.60603], [2.61218, 2.53390, 0.06672], [1.53987, 2.07386, 0.70924], [2.91363, 1.90182, -1.24806], [4.09063, 2.14138, -1.95313], [4.29699, 1.48032, -3.15390], [3.33952, 0.59320, -3.61456], [2.19868, 0.41381, -2.84534], [1.99127, 1.05551, -1.70545], [-3.17923, 0.47924, 4.00235], [-2.31590, 2.63944, 4.92964], [-0.29533, 3.63688, 3.94345], [-1.93621, -0.56835, 2.10541], [1.77084, 3.87943, 3.53005], [3.71864, 4.79494, 2.31679], [4.25980, 3.93711, 0.06737], [4.84972, 2.81402, -1.58113], [5.20559, 1.65399, -3.71534], [3.47689, 0.05053, -4.53931], [1.41648, -0.27706, -3.14507], [2.24646, -4.06710, -0.74586], [1.19258, -4.90048, -0.69271], [1.44081, -6.27209, -0.61796], [0.39265, -7.16684, -0.55556], [-0.92463, -6.71622, -0.57091], [-1.17702, -5.36123, -0.65123], [-0.13624, -4.43220, -0.71458], [-0.40467, -2.97151, -0.80405], [0.56798, -2.15262, -0.80007], [-1.70163, -2.63811, -0.84818], [-1.88899, -1.31253, -0.93716], [-3.07855, -0.84813, -0.85186], [-3.26984, 0.59577, -0.82606], [-4.54013, 1.15745, -0.64734], [-4.66526, 2.52665, -0.51641], [-3.52773, 3.32116, -0.57944], [-2.31414, 2.68550, -0.79544], [-2.17741, 1.37257, -0.91951], [1.85076, -3.15448, -0.75515], [2.47049, -6.60624, -0.60992], [0.60139, -8.22798, -0.49079], [-1.74268, -7.42291, -0.52107], [-2.18779, -4.98033, -0.67472], [-3.95149, -1.49241, -0.72771], [-5.41018, 0.51470, -0.60431], [-5.63970, 2.97476, -0.36795], [-3.58152, 4.39518, -0.46929], [-1.39664, 3.26274, -0.88116]], "atomic_forces_ev_per_a": [[0.287, 1.709, 0.451], [-0.060, 0.046, 0.010], [0.048, 0.008, -0.030], [0.035, -0.042, -0.065], [-0.276, -0.040, 0.173], [-0.010, 0.185, 0.432], [-0.041, -0.034, 0.086], [0.279, 0.212, 0.006], [-0.040, -0.059, -0.028], [-0.006, -0.001, -0.011], [-0.032, -0.045, -0.019], [0.067, 0.224, 0.256], [0.096, 0.191, 0.063], [0.116, -0.099, -0.275], [-0.030, -0.004, 0.029], [-0.028, -0.003, 0.024], [0.040, 0.015, -0.025], [0.083, 0.021, -0.096], [0.370, 0.238, -0.259], [0.004, -0.024, -0.026], [-0.037, -0.028, -0.004], [0.027, 0.008, -0.008], [-0.014, 0.010, 0.030], [-0.030, 0.004, -0.004], [0.002, -0.007, -0.001], [0.000, -0.026, -0.009], [-0.027, 0.007, 0.034], [0.000, -0.018, -0.008], [-0.034, -0.011, 0.011], [0.052, -0.015, -0.049], [0.010, 0.023, 0.044], [-0.156, -0.005, -0.008], [0.066, 0.002, -0.004], [0.017, 0.000, 0.008], [-0.060, -0.043, 0.009], [0.040, 0.008, -0.042], [0.228, -0.010, -0.006], [-0.403, 0.093, 0.028], [0.327, -1.842, -0.439], [-0.228, -0.494, -0.046], [-0.443, -0.195, -0.156], [-0.072, -0.447, 0.017], [-0.032, 0.527, -0.002], [0.073, -0.164, -0.011], [0.049, 0.090, -0.025], [-0.078, -0.080, 0.013], [-0.021, 0.075, -0.067], [-0.202, 0.123, 0.029], [0.007, -0.022, -0.061], [-0.007, 0.010, 0.011], [0.001, 0.005, -0.011], [-0.004, 0.014, -0.003], [-0.005, -0.006, 0.018], [0.057, -0.064, -0.023], [0.015, -0.019, 0.025], [-0.004, -0.011, 0.006], [0.021, 0.003, -0.024], [-0.035, 0.006, 0.036]], "lowdin_charge": [0.83, -0.04, -0.06, -0.01, -0.21, 0.05, -0.12, -0.20, -0.01, -0.05, 0.00, -0.19, 0.13, -0.21, -0.01, -0.06, -0.04, -0.11, 0.03, 0.11, 0.11, 0.10, 0.12, 0.11, 0.11, 0.10, 0.10, 0.11, 0.11, 0.12, 0.05, -0.27, -0.02, -0.10, -0.10, -0.04, -0.08, -0.43, -0.21, 0.04, -0.10, -0.12, -0.28, -0.03, -0.08, -0.07, -0.14, 0.05, 0.06, 0.11, 0.10, 0.09, 0.10, 0.12, 0.11, 0.10, 0.10, 0.11]}